Entry from the Open Molecules 2025 dataset: a 2-piece molecular cluster, C3H12N3O overall at a distorted geometry (ωB97M-V with the def2-TZVPD basis set).

Cartesian coordinates (Å):
N (2.78471, -0.57166, -1.20933)
C (1.46721, -0.34767, -1.40520)
N (0.81890, -1.20504, -2.24321)
O (0.90382, 0.67178, -0.96290)
H (3.21256, -1.27265, -1.79201)
H (3.38378, 0.15197, -0.85146)
H (1.25238, -2.09835, -2.43518)
H (-0.18653, -1.22994, -2.22903)
C (-1.07996, -0.69684, 1.44599)
N (-0.67704, 0.71983, 1.19945)
C (-1.81510, 1.63090, 0.94702)
H (-0.21575, -1.30275, 1.69344)
H (-1.82364, -0.71500, 2.23913)
H (-1.54076, -1.04183, 0.52286)
H (-0.03186, 0.70410, 0.36333)
H (-0.14025, 1.05914, 1.99485)
H (-2.48471, 1.22667, 0.19350)
H (-1.46394, 2.61102, 0.64163)
H (-2.36384, 1.70633, 1.88712)

Force components x, y, z for each atom (eV/Å):
-0.117 -0.674 -0.260
-0.083 1.164 -0.693
0.342 -0.692 0.424
-0.145 -0.558 0.519
0.263 0.068 0.153
-0.224 0.130 0.038
-0.109 0.139 -0.080
0.017 0.293 -0.025
-0.472 0.394 -0.192
0.393 -0.422 -0.266
-0.453 0.085 0.574
0.075 0.052 0.035
0.091 -0.110 0.070
0.029 -0.165 0.067
0.092 0.224 -0.055
0.034 0.087 -0.033
0.202 -0.143 -0.112
0.145 -0.037 -0.011
-0.079 0.161 -0.152

Properties
HOMO-LUMO gap	11.47	eV
energy above the lowest of the compared OMol25 structures with the same formula, charge and spin	5.27	kcal per mole
LUMO energy	-2.80	eV
net charge	+1
energy	-360.82633	a.u.

What are the Löwdin partial charges on each atom? They are as follows, in elementary charge units:
1 N 0.183
2 C -0.620
3 N 0.176
4 O -0.017
5 H 0.113
6 H 0.123
7 H 0.113
8 H 0.111
9 C -0.001
10 N -0.067
11 C -0.006
12 H 0.105
13 H 0.104
14 H 0.101
15 H 0.086
16 H 0.175
17 H 0.106
18 H 0.108
19 H 0.106